Density functional theory data (ωB97M-V/def2-TZVPD) for C19H23N3O5 in the gas phase in a non-equilibrium geometry.

CARTESIAN COORDINATES (ANGSTROEM)
C (-5.610357, -4.970752, -2.808793)
H (-6.469645, -4.349310, -2.540173)
O (-4.545557, -4.190774, -3.305629)
C (-3.983492, -3.261081, -2.508321)
C (-4.371192, -2.987526, -1.195049)
C (-3.726177, -2.010597, -0.468519)
C (-2.673052, -1.269547, -1.019561)
C (-2.292108, -1.556571, -2.343260)
C (-2.929921, -2.527252, -3.071104)
H (-2.640144, -2.749210, -4.085849)
H (-1.482176, -0.999878, -2.790897)
C (-1.966146, -0.240645, -0.320074)
C (-2.123648, 0.230933, 0.945666)
C (-3.055670, -0.208014, 1.904635)
N (-3.796008, -0.530614, 2.720926)
C (-1.224192, 1.318168, 1.383639)
O (-0.375990, 1.831156, 0.695424)
O (-1.442511, 1.668063, 2.666984)
C (-0.635789, 2.730762, 3.150372)
C (0.855780, 2.474984, 2.922441)
O (1.619025, 3.368223, 2.631009)
N (1.212477, 1.179203, 3.116317)
C (2.391654, 0.516915, 2.662514)
O (2.426546, -0.689897, 2.711022)
N (3.358560, 1.336415, 2.240391)
H (3.129179, 2.322467, 2.164982)
C (4.491477, 0.829802, 1.497187)
H (4.836981, -0.080197, 1.994635)
C (4.127176, 0.494645, 0.046121)
H (3.455141, -0.365903, 0.060452)
H (5.039313, 0.200751, -0.477571)
C (3.445045, 1.637474, -0.715568)
C (3.059098, 1.152872, -2.112201)
H (2.527067, 1.932698, -2.651900)
H (3.947111, 0.884420, -2.681531)
H (2.414707, 0.278752, -2.049311)
C (4.343157, 2.867902, -0.818479)
H (4.531804, 3.304795, 0.158577)
H (5.296961, 2.605540, -1.272907)
H (3.867247, 3.626487, -1.435440)
H (2.525387, 1.915564, -0.189542)
H (5.281290, 1.580346, 1.541590)
H (0.496049, 0.526366, 3.413441)
H (-0.851505, 2.807710, 4.218124)
H (-0.895795, 3.669051, 2.649381)
H (-1.176117, 0.249411, -0.880472)
H (-4.043759, -1.818073, 0.543069)
H (-5.177095, -3.534077, -0.731934)
H (-5.888536, -5.638632, -3.622118)
H (-5.301650, -5.563321, -1.942692)

Atoms 1-2, force components in eV/Å:
C -0.24 -0.17 0.12
H 0.05 -0.02 -0.01

ΔE to the lowest compared entry with this formula, charge and spin = 2.386 eV
HOMO-LUMO gap = 7.9 eV
Highest occupied orbital energy = -8.81 eV
Molar mass = 373.4 g mol⁻¹
Energy = -1278.321952 a.u.
Strongest force on any atom = 1.1 eV/Å
SMILES string = COc1ccc(/C=C(\C#N)C(=O)OCC(=O)NC(=O)NCCC(C)C)cc1

Atom charges from the Mulliken analysis, given in e for atoms 1 to 6:
1 C -0.833
2 H 0.344
3 O -0.442
4 C 0.876
5 C -0.495
6 C -0.898